Density functional theory data (wB97M-V/def2-TZVPD) for 5 unconnected molecules or ions with the total composition C28H44F12NO10.

The geometry in ORCA input format:
```
! wB97M-V def2-TZVPD RIJCOSX def2/J DEFGRID3
* xyz 0 2
F -0.02684 -1.02221 -7.02646
F 0.71002 0.23780 7.11960
F -8.15939 0.34527 -5.89247
F 7.49597 -2.50471 5.66316
F -6.50276 -0.88288 -6.49532
F 0.68867 -0.40761 -5.09899
F -0.02735 1.05898 -6.48779
F 9.26646 -3.60311 6.16336
F -0.25807 0.40398 5.21527
F 9.43347 -1.64773 5.29739
F 1.68046 -0.50656 5.35184
F -6.92304 -0.56001 -4.39797
O -2.60573 2.70175 0.35446
O -2.54319 0.19323 -6.29491
O 7.96394 -2.69991 3.04504
O -7.64700 -3.09865 -5.55080
O 1.26060 2.62965 4.76876
O 2.45096 0.32724 0.30015
O 9.40782 -4.34072 3.53544
O -1.91931 -0.87191 -4.42717
O -9.57885 -1.96513 -5.52396
O 2.59686 2.00073 6.45257
N -1.43844 2.18257 0.23981
C 3.33724 3.22493 6.31737
C -0.05341 0.02852 0.21394
C 6.99311 -4.33008 1.52571
C -0.24397 -0.17236 -6.01662
C -8.89828 -4.73537 -6.84524
C 0.92018 0.48679 5.82528
C -1.78305 0.38243 2.03066
C 8.75525 -3.39750 3.85973
C 2.62067 4.37105 7.00159
C -4.26975 1.14805 -4.88848
C -0.80118 3.51836 2.32721
C 4.10228 -0.76865 1.63106
C -1.65251 -0.32971 -5.45518
C 0.96701 2.18756 1.12010
C 1.58345 1.84120 5.60448
C -7.49027 -0.76021 -5.58906
C 2.60421 -0.29427 1.56483
C 1.20994 1.56950 -1.32444
C 8.73726 -2.78874 5.25724
C 7.92447 -3.14526 1.67976
C -0.38734 2.95930 0.92311
C -8.37382 -4.33630 -5.48113
C -3.92106 0.07120 -5.89912
C -2.53822 0.07767 -0.34895
C -8.38838 -1.99143 -5.56223
C 1.19871 0.98059 0.14340
C -0.06763 4.24634 0.04662
C -1.41090 0.73957 0.54796
H 3.53083 3.44024 5.26543
H 1.85471 2.85252 1.01451
H 4.43802 -1.24211 0.69096
H -5.32274 1.12269 -4.64277
H -4.12716 -0.93119 -5.52339
H -7.66807 -5.08518 -5.12291
H -2.68865 0.68631 -1.26590
H -0.91252 0.62893 2.67393
H 1.72046 2.55631 -1.25905
H 3.22495 5.27758 6.96338
H -2.68945 0.91846 2.37333
H 1.82611 0.92989 -1.98463
H 0.00583 4.01454 -1.03093
H -3.47857 0.16738 0.24025
H 2.46334 0.38170 2.43220
H -4.02352 2.13485 -5.28512
H 2.41494 4.12508 8.04465
H -9.17556 -4.26751 -4.74462
H -0.90306 4.95521 0.20470
H -0.16782 -0.40457 -0.80877
H 1.66124 4.57602 6.52469
H 6.90504 -4.61427 0.47688
H -8.08463 -4.77387 -7.57149
H -4.51144 0.20530 -6.80129
H 4.28490 -1.40298 2.52263
H 1.97594 -1.19670 1.71234
H 0.06114 -0.83930 0.89216
H -1.92369 -0.71832 2.06500
H -9.37942 -5.71251 -6.79946
H 4.30106 3.05333 6.79568
H -1.79479 3.99960 2.34310
H 8.92873 -3.37321 1.31974
H -0.03842 4.27593 2.61903
H 0.98518 1.85194 2.18490
H 7.55135 -2.30716 1.09144
H 6.00151 -4.08967 1.91326
H 7.35687 -5.19166 2.08711
H -9.62470 -4.01050 -7.21483
H -0.73395 2.73067 3.10652
H 0.16748 1.67206 -1.67678
H 0.88960 4.66943 0.41430
H 4.72753 0.14430 1.77390
H -3.69923 1.02127 -3.96687
H -2.32859 -0.98404 -0.56778
*
```

Calculated values
Total energy in eV: -84323.36144
Expectation value of S²: 0.754